C32H30N6OPbS3Se as an isolated structure, computed with ωB97M-V with the def2-TZVPD basis set.

Energy relative to the best compared isomer or geometry (same formula, charge and spin): 0.890 eV
Total energy: -147758.2888 eV
Frontier orbital gap: 7.757 eV

Cartesian coordinates (Å):
C (-2.3079, -1.8273, -2.8224)
H (-2.4094, -2.5137, 4.3784)
C (0.4812, 1.6701, 2.6101)
C (5.2541, -5.9332, 1.2712)
C (3.3987, -4.9608, 0.0482)
H (2.9478, -3.7963, -1.7202)
C (1.4330, -2.5487, 0.7057)
C (4.1307, -0.5227, -0.8065)
H (2.9434, -5.5397, -1.9594)
H (0.5836, 1.7976, 3.6850)
C (-2.6268, -4.2748, 1.4965)
C (2.7762, -0.7347, -0.4902)
S (-3.2920, 2.0755, 0.9214)
C (2.6818, -4.7497, -1.2575)
C (2.8849, -4.4884, 1.2633)
C (-4.0508, 6.6240, -3.2419)
C (-3.5885, 5.5790, -2.4628)
H (5.2587, -1.7175, 0.6171)
H (3.3573, -2.5107, 0.3137)
C (-1.1262, -2.2917, 2.6813)
N (2.5228, -1.9625, 0.1753)
H (0.9745, -4.0497, 1.9765)
N (-3.8412, 4.0010, -0.6484)
C (-4.5033, 2.9912, 0.0098)
C (3.5245, 1.5945, -1.7840)
Pb (-0.4766, -0.1636, -0.5176)
Se (-0.5892, -1.2872, -3.0467)
H (-6.3167, 5.1274, -0.5016)
S (-0.3352, 3.0061, 0.5280)
C (4.7156, -5.4903, 2.4701)
H (6.1801, -6.4927, 1.2643)
H (5.5164, 0.8065, -1.7411)
H (1.4730, 1.6552, 2.1514)
C (-2.1808, -2.8564, 3.3777)
C (2.2043, 1.3684, -1.4401)
H (-0.8020, -5.2423, -0.5311)
H (-2.1386, -4.3094, -1.2060)
H (-0.5348, -3.5890, -1.1050)
H (1.6016, -4.7549, -1.1136)
H (5.0043, -6.0451, -0.8502)
H (-3.2272, -5.0452, 1.0277)
C (-5.6818, 5.5328, -1.2703)
H (-2.5936, 5.1853, -2.6006)
H (3.0994, -4.4160, 3.3889)
H (-3.4051, 7.0465, -3.9999)
C (-4.4048, 5.0277, -1.4767)
C (-0.8156, -2.7163, 1.3891)
H (6.1694, -1.1684, -0.7851)
H (3.8088, 2.5024, -2.3007)
H (5.2175, -5.7012, 3.4048)
H (-5.6977, 7.9389, -3.6579)
H (-0.0276, 0.7280, 2.3864)
H (-0.5271, -1.5088, 3.1313)
C (3.5357, -4.7695, 2.4623)
S (-6.0834, 2.5881, -0.0230)
H (5.0276, -2.4916, -0.9599)
C (-5.3295, 7.1245, -3.0482)
H (-3.7646, -4.3016, 3.3095)
C (4.4814, 0.6446, -1.4658)
C (-1.2392, -4.2422, -0.5950)
N (-2.4977, 4.0625, -0.4773)
C (-6.1353, 6.5749, -2.0655)
C (1.7853, 0.2007, -0.7984)
N (-3.3944, -2.1827, -2.6527)
C (-2.0539, 3.1430, 0.2927)
H (1.4689, 2.1305, -1.6780)
C (-2.9349, -3.8533, 2.7787)
C (-1.5632, -3.7305, 0.7800)
N (0.2366, -2.0340, 0.7068)
H (-7.1313, 6.9634, -1.8995)
N (1.6670, -3.7624, 1.3025)
O (-0.2828, 2.7879, 2.1632)
C (5.1973, -1.5329, -0.4598)
C (4.5952, -5.6731, 0.0814)

From a Löwdin analysis of the wavefunction, the atomic charges in e read:
1. C -0.902
2. H 0.103
3. C -0.156
4. C -0.078
5. C -0.216
6. H 0.083
7. C -0.361
8. C -0.213
9. H 0.087
10. H 0.095
11. C -0.032
12. C -0.214
13. S 0.965
14. C -0.017
15. C -0.214
16. C -0.079
17. C -0.022
18. H 0.091
19. H 0.091
20. C -0.039
21. N 0.155
22. H 0.150
23. N -0.132
24. C -1.071
25. C -0.088
26. Pb 0.989
27. Se 0.488
28. H 0.058
29. S 0.915
30. C -0.081
31. H 0.105
32. H 0.109
33. H 0.084
34. C -0.083
35. C -0.169
36. H 0.087
37. H 0.077
38. H 0.024
39. H 0.067
40. H 0.116
41. H 0.119
42. C -0.046
43. H 0.105
44. H 0.117
45. H 0.104
46. C -0.189
47. C -0.299
48. H 0.081
49. H 0.103
50. H 0.105
51. H 0.102
52. H 0.043
53. H 0.103
54. C -0.016
55. S 0.650
56. H 0.078
57. C -0.090
58. H 0.104
59. C -0.053
60. C -0.044
61. N 0.021
62. C -0.076
63. C -0.303
64. N 0.043
65. C -0.895
66. H 0.071
67. C -0.080
68. C -0.205
69. N -0.057
70. H 0.106
71. N 0.150
72. O -0.543
73. C -0.039
74. C -0.041



A 2-piece molecular cluster, C4H8O3 overall, computed with ωB97M-V with the def2-TZVPD basis set.

Energy relative to the best compared isomer or geometry (same formula, charge and spin): 1.643 eV
Total energy: -10419.3607 eV
Frontier orbital gap: 10.137 eV

Cartesian coordinates (Å):
H (-1.1953, -2.4867, -0.2286)
H (1.8773, 1.1456, -0.8596)
H (3.3703, 0.1701, -0.7930)
O (-0.5493, -0.0656, -1.2954)
C (-0.5761, 1.4631, 0.5922)
H (2.1373, -0.0089, 0.4777)
H (-2.7163, -2.3304, 0.7121)
C (2.6237, 0.7011, -0.1989)
H (3.1114, 1.4823, 0.3889)
O (-1.6232, -0.6324, 0.6114)
O (-0.2122, 2.4536, 0.0184)
H (-2.5847, -1.6288, -0.9376)
C (-0.8927, 0.1712, -0.1677)
H (-0.7150, 1.4154, 1.6878)
C (-2.0551, -1.8496, -0.0079)

From a Löwdin analysis of the wavefunction, the atomic charges in e read:
1. H 0.101
2. H 0.007
3. H 0.021
4. O 0.137
5. C -0.151
6. H 0.019
7. H 0.095
8. C -0.044
9. H 0.024
10. O -0.040
11. O 0.104
12. H 0.100
13. C -0.472
14. H 0.134
15. C -0.034



C6H14S in the gas phase in a non-equilibrium geometry, computed with ωB97M-V with the def2-TZVPD basis set.

Energy relative to the best compared isomer or geometry (same formula, charge and spin): 6.217 eV
Total energy: -17277.2312 eV
Frontier orbital gap: 7.810 eV

Cartesian coordinates (Å):
H (0.5769, -2.0856, -1.0692)
H (0.4073, 2.2969, 0.2710)
H (-0.9643, 0.1679, -2.4121)
S (-1.1336, -0.5544, 0.1423)
H (1.1743, 0.7587, 1.9501)
H (2.2362, 2.2667, 0.2487)
H (2.1029, -1.4545, -0.6639)
H (-1.2183, 0.5001, 2.1213)
C (-2.0287, 0.0506, 1.4759)
C (0.4489, -0.9355, 0.5656)
H (-1.5419, -1.7541, -0.0266)
C (1.3956, 0.4188, 0.9829)
H (-2.6917, -0.4862, -1.8901)
H (1.2829, 1.4476, -1.0463)
C (-1.7759, 0.1952, -1.6159)
H (-2.7419, 0.7574, 1.0892)
H (2.3887, 0.0347, 1.1061)
C (1.3080, 1.6785, 0.0905)
H (1.4710, -2.6815, 0.3563)
H (-1.9221, 1.2584, -1.3684)
C (1.2257, -1.8798, -0.3071)

From a Löwdin analysis of the wavefunction, the atomic charges in e read:
1. H 0.031
2. H 0.064
3. H 0.046
4. S 0.860
5. H 0.053
6. H 0.068
7. H 0.053
8. H 0.008
9. C -0.322
10. C -0.479
11. H 0.008
12. C -0.231
13. H 0.070
14. H 0.089
15. C -0.187
16. H -0.036
17. H 0.080
18. C -0.132
19. H 0.073
20. H 0.022
21. C -0.137



A 2-piece molecular cluster, C4H12 overall in a non-equilibrium geometry, computed with ωB97M-V with the def2-TZVPD basis set.

Energy relative to the best compared isomer or geometry (same formula, charge and spin): 0.181 eV
Total energy: -4342.3471 eV
Frontier orbital gap: 12.913 eV

Cartesian coordinates (Å):
H (-0.8135, 1.3861, 0.6433)
H (-0.0130, 1.1033, -1.7729)
H (0.7440, 2.6877, -1.6671)
H (-1.1578, 2.8350, -0.2452)
H (1.0551, -1.0946, 1.0402)
C (-0.4337, -2.1552, -0.1649)
C (-0.3349, 2.1945, 0.0937)
H (-0.4294, -1.3986, 1.8966)
H (-0.0177, -1.5382, -0.9485)
C (0.5002, 1.7878, -1.1093)
H (0.2408, 2.7609, 0.8267)
H (0.6377, -2.7070, 1.6998)
H (1.4510, 1.3131, -0.8708)
H (-1.5143, -2.0163, -0.0772)
C (0.2646, -1.8300, 1.1788)
H (-0.3169, -3.2058, -0.4040)

From a Löwdin analysis of the wavefunction, the atomic charges in e read:
1. H 0.050
2. H 0.053
3. H 0.059
4. H 0.064
5. H 0.052
6. C -0.154
7. C -0.170
8. H 0.052
9. H 0.045
10. C -0.175
11. H 0.062
12. H 0.054
13. H 0.058
14. H 0.061
15. C -0.164
16. H 0.053